[1]
Density functional theory data (wB97M-V/def2-TZVPD) for 2 unconnected molecules or ions with the total composition C7H16N2O at a distorted geometry.

Properties
E_LUMO: 0.70 eV
net charge: 0
2S+1: 1
total energy: -460.99437 hartree
Kohn-Sham gap: 0.328 hartree

Geometry as XYZ:
```
26
C7H16N2O | the OMol25 dataset | wB97M-V/def2-TZVPD
C -0.703 0.521 0.799
C -0.226 -1.480 2.067
C 0.187 0.378 -2.445
C 1.915 -0.300 -0.872
C 0.195 1.399 1.636
C -1.808 1.263 0.095
N -0.883 -0.756 1.007
N 0.497 -0.287 -1.192
C -0.240 -1.539 -0.853
O 0.354 -2.578 -0.614
H -1.206 -1.520 -1.387
H -0.077 -2.499 1.708
H -0.872 -1.504 2.947
H 0.758 -1.095 2.358
H -0.886 0.343 -2.628
H 0.697 -0.094 -3.292
H 0.508 1.420 -2.390
H 2.255 0.726 -0.713
H 2.059 -0.877 0.038
H 2.502 -0.764 -1.668
H -0.205 1.474 2.649
H 0.247 2.407 1.228
H 1.199 0.982 1.713
H -2.426 1.766 0.841
H -1.405 2.032 -0.563
H -2.439 0.583 -0.468
```


[2]
Density functional theory data (wB97M-V/def2-TZVPD) for 2 unconnected molecules or ions with the total composition C6H14O at a distorted geometry.

Properties
E_LUMO: 0.75 eV
net charge: 0
2S+1: 1
total energy: -312.16892 hartree
Kohn-Sham gap: 0.363 hartree

Geometry as XYZ:
```
21
C6H14O | the OMol25 dataset | wB97M-V/def2-TZVPD
C -1.298 -1.272 0.717
C -1.844 0.128 0.897
C -0.831 1.037 1.486
C 0.055 1.738 0.424
C 1.290 2.167 0.647
C 2.241 2.405 -0.534
H -0.387 -1.395 0.088
H -1.955 -1.968 0.373
H -0.842 -1.712 1.618
H -2.681 0.006 1.693
H -2.345 0.328 -0.167
H -0.223 0.445 2.231
H -1.371 1.880 2.131
H -0.291 1.512 -0.636
H 1.672 2.117 1.646
H 2.553 3.420 -0.797
H 1.854 1.914 -1.430
H 3.163 1.896 -0.193
H 0.945 -5.096 -2.590
H -0.481 -4.531 -2.285
O 0.339 -4.505 -2.938
```


[3]
Density functional theory data (wB97M-V/def2-TZVPD) for a molecular structure, C32H42CrN4OPSSi.

Properties
E_LUMO (spin up / spin down): 0.08 / 0.10 eV
net charge: 0
2S+1: 2
total energy: -3612.40294 hartree
Kohn-Sham gap (spin up / spin down): 0.265 / 0.251 hartree

Geometry as XYZ:
```
83
C32H42CrN4OPSSi | the OMol25 dataset | wB97M-V/def2-TZVPD
Cr -0.750 -1.090 -0.320
C -0.523 -3.242 -0.894
C 0.808 -2.756 -0.774
C 0.964 -1.712 -1.674
C -0.270 -1.528 -2.373
C -1.175 -2.512 -1.908
H -0.942 -4.072 -0.351
H 1.549 -3.122 -0.081
H 1.842 -1.100 -1.777
H -0.478 -0.787 -3.128
H -2.188 -2.666 -2.240
S -1.309 2.317 2.552
C 0.161 1.539 3.065
C 1.011 1.850 4.125
C 2.139 1.074 4.302
C 2.425 0.005 3.441
C 1.588 -0.306 2.390
C 0.446 0.470 2.214
N -0.492 0.298 1.211
C -1.442 1.188 1.251
C -2.504 1.149 0.235
C -3.502 2.118 0.183
C -4.461 2.041 -0.811
C -4.388 0.995 -1.730
C -3.385 0.039 -1.658
C -2.394 0.066 -0.663
H 0.796 2.676 4.791
H 2.815 1.295 5.117
H 3.319 -0.584 3.602
H 1.797 -1.118 1.704
H -3.536 2.927 0.906
H -5.251 2.777 -0.875
H -5.133 0.929 -2.514
H -3.380 -0.755 -2.397
C -3.746 -2.904 0.533
Si -2.127 -2.338 1.302
C -2.585 -1.315 2.820
C -1.336 -3.874 2.093
C -1.852 -5.161 1.927
C -1.246 -6.271 2.505
C -0.103 -6.118 3.274
C 0.426 -4.847 3.464
C -0.186 -3.748 2.879
H -4.393 -3.398 1.265
H -3.592 -3.592 -0.302
H -4.271 -2.031 0.139
H -3.241 -1.928 3.447
H -3.125 -0.400 2.566
H -1.713 -1.043 3.421
H -2.748 -5.310 1.333
H -1.670 -7.256 2.354
H 0.371 -6.980 3.726
H 1.313 -4.714 4.071
H 0.243 -2.764 3.049
C 0.851 3.799 0.099
N 1.235 3.590 -1.287
C 1.392 4.814 -2.048
P 1.823 2.109 -1.744
O 1.269 1.038 -0.880
N 1.475 2.085 -3.360
C 2.166 1.160 -4.251
C 0.085 2.298 -3.765
N 3.479 2.027 -1.699
C 4.146 1.341 -0.603
C 4.288 3.055 -2.329
H -0.161 4.212 0.161
H 1.538 4.495 0.594
H 0.864 2.852 0.633
H 0.463 5.391 -2.022
H 1.624 4.595 -3.088
H 2.188 5.448 -1.640
H 3.155 0.927 -3.866
H 2.272 1.609 -5.241
H 1.605 0.225 -4.358
H -0.437 2.931 -3.052
H -0.450 1.347 -3.832
H 0.058 2.780 -4.745
H 3.475 0.611 -0.161
H 4.459 2.046 0.176
H 5.038 0.829 -0.976
H 3.743 3.528 -3.145
H 5.197 2.614 -2.747
H 4.584 3.831 -1.613
```


[4]
Density functional theory data (wB97M-V/def2-TZVPD) for a molecular structure, C39H58GeKN3OPSi3 at a distorted geometry.

Properties
E_LUMO (spin up / spin down): 2.45 / 3.27 eV
net charge: -2
2S+1: 2
total energy: -5646.44201 hartree
Kohn-Sham gap (spin up / spin down): 0.069 / 0.155 hartree

Geometry as XYZ:
```
107
C39H58GeKN3OPSi3 | the OMol25 dataset | wB97M-V/def2-TZVPD
K 0.719 2.654 1.015
C -0.292 6.768 -6.202
C 0.505 5.709 -6.645
C 0.913 4.731 -5.714
C 0.350 4.637 -4.414
C -0.427 5.767 -3.987
C -0.721 6.832 -4.845
P 0.252 3.051 -3.643
C 2.057 2.536 -3.863
C 2.328 1.244 -3.400
C 3.651 0.747 -3.192
C 4.730 1.559 -3.305
C 4.390 2.812 -3.693
C 3.174 3.373 -4.094
C -0.293 2.233 -5.069
C 0.208 1.252 -6.147
C -0.543 0.911 -7.344
C -1.717 1.461 -7.612
C -2.183 2.379 -6.607
C -1.529 2.644 -5.436
H -0.748 7.409 -6.968
H 0.854 5.650 -7.687
H 1.623 3.956 -5.989
H -0.795 5.765 -2.972
H -1.396 7.625 -4.542
H 1.455 0.515 -3.457
H 3.596 -0.300 -2.925
H 5.717 1.115 -3.116
H 5.174 3.559 -3.612
H 2.956 4.503 -4.157
H 1.259 0.877 -6.096
H -0.181 0.408 -8.220
H -2.039 1.378 -8.640
H -3.285 2.410 -6.458
N -3.401 2.695 1.094
C -4.182 3.687 1.622
C -3.298 4.676 2.082
C -1.993 4.148 1.861
N -2.066 2.869 1.318
H -3.719 1.854 0.612
H -5.277 3.605 1.679
H -3.568 5.623 2.496
H -1.084 4.614 2.097
C 5.491 1.221 4.581
N 4.324 1.747 3.774
C 4.001 1.109 2.473
C 3.067 2.250 4.685
C 2.662 3.644 4.212
C 3.337 4.651 4.890
C 3.085 5.852 4.376
C 2.120 6.108 3.427
C 1.697 5.010 2.592
C 2.034 3.716 2.944
H 6.236 0.885 3.852
H 5.163 0.385 5.218
H 5.843 2.134 5.106
H 4.603 2.687 3.351
H 3.289 0.263 2.592
H 4.895 0.805 1.925
H 3.556 1.884 1.869
H 3.312 2.219 5.704
H 1.571 0.845 5.296
H 3.811 4.605 5.879
H 3.576 6.726 4.839
H 1.825 7.169 3.541
H 0.481 5.230 1.978
O 2.105 1.081 4.584
C -3.258 -5.667 -1.895
Si -1.982 -6.134 -0.407
C -0.452 -6.593 -1.577
C -10.491 -6.573 2.372
Ge -0.804 -4.338 0.736
Si -2.802 -4.305 2.267
C -4.292 -4.008 1.070
C -3.083 -6.009 3.106
C -3.119 -2.673 3.179
Si 1.064 -5.352 2.210
C 1.352 -7.216 1.954
C 0.938 -5.147 4.117
C 2.661 -4.409 1.781
H -2.866 -6.314 -2.713
H -2.973 -4.634 -2.123
H -4.335 -5.878 -1.702
H -0.870 -6.288 -2.548
H -0.260 -7.698 -1.764
H 0.479 -6.165 -1.133
H -11.079 -6.758 3.181
H -10.971 -6.455 1.382
H -9.520 -6.796 2.094
H -5.128 -4.649 1.494
H -4.138 -4.377 0.020
H -4.528 -2.912 1.177
H -3.166 -6.824 2.355
H -4.025 -6.016 3.693
H -2.264 -6.284 3.792
H -4.222 -2.482 3.083
H -2.654 -1.806 2.661
H -2.803 -2.588 4.252
H 2.353 -7.347 2.446
H 1.446 -7.478 0.889
H 0.673 -7.917 2.433
H 0.087 -5.543 4.613
H 0.982 -4.098 4.410
H 1.761 -5.788 4.445
H 2.429 -3.444 1.265
H 3.395 -4.989 1.155
H 3.208 -4.214 2.718
```


[5]
Density functional theory data (wB97M-V/def2-TZVPD) for C3H9N3O2 in the gas phase at a distorted geometry.

Properties
E_LUMO: 0.42 eV
net charge: 0
2S+1: 1
total energy: -434.25472 hartree
Kohn-Sham gap: 0.304 hartree

Geometry as XYZ:
```
17
C3H9N3O2 | the OMol25 dataset | wB97M-V/def2-TZVPD
C 1.775 1.350 -0.950
C 2.033 -0.914 -0.386
C -0.131 -0.116 -0.110
H 1.159 2.204 -1.296
H 2.220 1.463 0.126
H 2.899 1.293 -1.488
H 1.811 -1.981 -0.511
H 2.902 -0.885 -1.099
H 2.427 -0.667 0.560
H -1.413 0.613 -1.472
H -2.424 1.412 0.901
H -1.879 -0.480 1.175
N 1.049 0.069 -0.791
N -1.137 0.793 -0.483
N -0.042 -0.877 0.917
O -2.420 0.562 0.287
O -1.186 -1.160 1.499
```


[6]
Density functional theory data (wB97M-V/def2-TZVPD) for a gas-phase ion, C5H11N (charge +1) at a distorted geometry.

Properties
E_LUMO (spin up / spin down): -5.24 / -9.08 eV
net charge: +1
2S+1: 2
total energy: -251.44785 hartree
Kohn-Sham gap (spin up / spin down): 0.372 / 0.229 hartree

Geometry as XYZ:
```
17
C5H11N | the OMol25 dataset | wB97M-V/def2-TZVPD
C 2.003 -0.601 0.355
C 1.225 0.585 -0.222
C -0.081 1.042 0.460
C -0.865 -0.285 0.671
C -2.351 -0.692 -1.181
N -1.176 -0.752 -0.727
H 2.884 -0.695 -0.308
H 1.458 -1.571 0.351
H 2.316 -0.355 1.405
H 0.964 0.262 -1.330
H 1.756 1.514 -0.281
H -0.524 1.853 -0.208
H 0.058 1.562 1.521
H -0.331 -1.064 1.303
H -1.759 0.062 1.222
H -2.459 -0.804 -2.334
H -3.119 -0.061 -0.700
```